ORCA calculation (ωB97M-V with the def2-TZVPD basis set) on C10H26Cl20GaNOP as an isolated structure.

```
60
Properties=species:S:1:pos:R:3:forces:R:3:lowdin_charge:R:1
Ga -1.685 -2.143 -1.317 0.11 0.34 0.69 0.02
Cl -2.159 2.893 8.818 0.05 0.12 0.48 0.56
Cl 4.212 2.119 -8.119 0.02 0.04 -0.08 0.54
Cl 3.993 0.322 -3.610 0.08 -0.01 0.13 0.51
Cl -1.291 -5.874 -2.092 -0.03 -0.25 -0.11 0.52
Cl -3.559 0.096 1.187 0.04 0.40 0.25 0.48
Cl -3.097 -6.094 0.201 0.00 -0.22 0.05 0.47
Cl 0.489 1.860 8.134 0.04 0.05 0.02 0.53
Cl -3.466 0.994 4.996 0.01 -0.01 0.13 0.55
Cl 5.394 2.527 -5.466 0.66 0.23 -0.51 0.55
Cl 5.993 4.704 -3.070 0.10 0.12 0.19 0.48
Cl -5.308 -4.523 2.190 -0.02 0.03 0.12 0.50
Cl -0.975 1.548 0.825 -0.01 0.06 0.04 0.49
Cl -2.102 3.545 4.532 0.08 0.11 0.08 0.53
Cl -5.524 -2.610 -2.982 -0.12 0.01 -0.04 0.48
Cl 5.958 5.956 3.271 0.08 0.06 -0.03 0.49
Cl -6.684 -7.051 2.711 -0.05 -0.10 0.07 0.48
Cl -3.499 -3.746 -4.756 -0.06 -0.07 -0.15 0.48
Cl 1.349 0.359 -4.853 0.06 -0.01 -0.01 0.54
Cl 3.216 4.954 3.122 -0.03 0.04 -0.08 0.50
Cl 4.123 4.542 -0.829 -0.06 -0.12 -0.09 0.56
P 0.552 -2.851 -1.771 -0.48 -0.27 -1.30 0.53
O 0.950 -4.055 -0.608 0.45 1.42 0.64 -0.49
N 1.516 -1.396 -1.454 -0.37 -0.70 0.71 -0.29
C -5.004 -2.828 -4.656 0.03 0.03 -0.01 -1.04
C 3.024 0.909 -4.971 -0.63 -0.23 -0.04 -1.11
C 5.517 2.876 -7.196 0.14 0.14 0.03 -0.97
C -2.518 2.301 5.720 -0.07 -0.18 -0.20 -1.06
C -0.415 3.185 8.875 0.13 0.10 0.02 -0.99
C 4.427 6.008 2.385 -0.11 0.04 -0.11 -1.05
C -2.567 1.518 1.588 -0.21 0.00 -0.02 -1.06
C -5.697 -5.751 3.395 0.14 0.20 0.03 -1.03
C 5.371 3.698 -1.754 0.04 -0.16 0.01 -1.00
C -1.858 -6.898 -0.766 0.02 -0.02 0.00 -1.01
H 6.190 3.446 -1.089 -0.03 0.12 -0.01 0.03
H 2.166 -1.532 -0.689 0.04 0.26 -0.02 0.00
H 1.980 -1.070 -2.288 0.36 -0.38 0.04 -0.10
H -4.772 -6.176 3.772 -0.03 -0.04 -0.13 0.02
H 5.466 3.951 -7.340 -0.10 -0.05 0.04 0.03
H 0.824 -4.890 -1.042 0.08 -0.42 -0.44 -0.08
H -2.278 -7.808 -1.182 -0.03 0.09 -0.04 0.02
H -6.248 -5.285 4.206 -0.07 -0.03 -0.10 0.02
H -3.097 2.756 6.507 -0.13 0.05 -0.16 -0.05
H -2.313 -1.669 -2.711 0.06 -0.05 -0.11 -0.17
H -1.015 -7.137 -0.126 -0.02 0.13 -0.01 0.02
H -1.555 -0.914 -0.311 0.13 -0.07 -0.19 -0.21
H -2.513 -3.279 -0.556 -0.10 -0.09 -0.16 -0.17
H -1.601 1.886 6.125 -0.01 -0.02 -0.12 -0.02
H -0.196 4.102 8.339 -0.06 -0.09 -0.08 0.03
H -2.424 1.538 2.659 0.02 -0.12 -0.09 -0.09
H 4.602 5.678 1.365 0.05 -0.04 0.21 -0.06
H 3.452 0.535 -5.892 0.02 -0.10 0.08 -0.02
H -5.778 -3.366 -5.195 0.04 -0.04 0.08 0.01
H -3.106 2.407 1.274 -0.01 -0.09 -0.06 0.02
H -0.110 3.279 9.912 -0.07 -0.11 -0.03 0.02
H 4.941 2.793 -2.176 -0.08 0.10 -0.03 -0.01
H -4.850 -1.851 -5.105 0.10 -0.01 0.13 0.02
H 6.467 2.499 -7.561 -0.08 -0.09 0.05 0.03
H 4.055 7.027 2.390 0.03 -0.05 0.12 0.03
H 3.037 1.989 -4.967 -0.16 -0.02 0.12 -0.03
```
Positions in Å, forces in eV/Å.

Electronic energy ... -326441.8856 eV
Orbital gap ... 4.118 eV
HOMO energy ... -2.38 eV
Charge ... -1


ORCA calculation (ωB97M-V with the def2-TZVPD basis set) on C10H26N2O3Rb as an isolated structure.

```
42
Properties=species:S:1:pos:R:3:forces:R:3:lowdin_charge:R:1
Rb 0.047 -0.110 0.103 -0.38 0.14 0.23 0.99
O 0.940 2.316 -1.296 -0.33 -0.38 0.10 -0.28
O -2.439 1.563 0.865 0.02 0.06 -0.20 -0.26
O 0.163 -2.971 0.794 -0.24 0.21 0.39 -0.29
N -2.284 -1.360 1.613 0.21 0.55 0.46 -0.13
N 2.565 -0.166 -1.326 0.21 -0.05 0.22 -0.04
C 3.867 0.804 -3.227 0.44 0.41 0.37 -0.04
C 2.975 1.075 -2.012 -0.04 0.05 -0.42 -0.43
C -2.245 -2.756 1.220 0.81 0.16 -0.74 -0.20
C 1.745 1.890 -2.389 -0.62 -0.05 -0.23 -0.20
C 1.552 3.180 -0.378 1.06 0.56 0.39 -0.12
C 1.359 -3.638 1.177 0.23 0.40 -0.21 -0.09
C -2.577 2.953 1.115 0.09 0.00 0.42 -0.08
C -3.444 0.817 1.526 -0.09 0.09 0.55 -0.23
C -3.400 -0.608 1.040 -0.20 -0.42 -0.41 -0.21
C -0.936 -3.481 1.546 -0.68 -0.18 -0.09 -0.22
H -4.365 -1.109 1.203 0.00 0.12 0.22 0.13
H 4.059 1.707 -3.811 -0.20 0.00 -0.03 0.09
H 2.335 3.811 -0.820 -0.20 -0.06 -0.32 0.10
H -2.349 -1.257 2.621 0.12 -0.21 -0.01 0.12
H 1.352 -4.676 0.841 -0.06 -0.12 0.24 0.10
H -1.836 3.502 0.541 -0.01 -0.14 -0.18 0.08
H -3.300 0.880 2.617 0.17 -0.16 -0.05 0.13
H -3.094 -3.337 1.596 0.02 -0.10 -0.06 0.13
H 1.081 1.262 -2.995 0.01 -0.06 0.07 0.14
H -4.439 1.253 1.381 0.07 -0.01 -0.42 0.13
H 0.835 3.866 0.069 -0.29 -0.22 -0.12 0.09
H 1.934 2.763 -3.022 0.58 -0.05 0.13 0.14
H 2.206 -3.142 0.700 -0.15 0.06 -0.13 0.09
H 3.401 -0.619 -0.969 -0.04 0.02 0.07 0.08
H 2.077 2.655 0.432 -0.23 -0.21 -0.01 0.09
H -2.261 -2.745 0.122 -0.43 -0.20 0.05 0.13
H -0.727 -3.466 2.621 0.16 0.13 0.01 0.13
H -3.581 3.293 0.853 0.01 0.06 -0.06 0.10
H -2.396 3.162 2.177 -0.10 0.04 -0.02 0.10
H 1.507 -3.542 2.255 -0.02 -0.32 0.05 0.10
H 3.562 1.647 -1.291 -0.03 0.01 0.05 0.14
H 2.167 -0.847 -1.971 0.13 0.25 -0.27 0.08
H -1.099 -4.525 1.255 0.08 -0.08 0.14 0.13
H -3.289 -0.580 -0.051 0.07 -0.01 0.03 0.13
H 3.479 0.028 -3.882 -0.11 -0.02 0.00 0.08
H 4.848 0.507 -2.846 -0.06 -0.28 -0.19 0.08
```
Positions in Å, forces in eV/Å.

Electronic energy ... -20564.2196 eV
Orbital gap ... 9.836 eV
HOMO energy ... -12.30 eV
ΔE to the lowest compared entry with this formula, charge and spin ... 0.0 kcal/mol
Charge ... +1


ORCA calculation (ωB97M-V with the def2-TZVPD basis set) on a 3-piece molecular cluster, C10H26NO3P2 overall.

```
42
Properties=species:S:1:pos:R:3:forces:R:3:lowdin_charge:R:1
P -0.525 2.802 0.905 0.17 -0.01 -0.15 0.89
P 1.667 2.797 0.369 0.18 0.00 0.00 0.74
O 1.470 2.536 -1.239 -0.14 0.20 -0.03 -0.36
O 4.220 -0.867 1.654 0.02 0.04 -0.04 -0.18
O -5.055 -0.065 -1.134 0.22 0.11 0.04 -0.18
N -2.949 2.071 0.041 0.06 -0.39 0.00 -0.03
C -1.550 1.950 -0.323 -0.08 -0.08 -0.03 -0.48
C -5.941 -1.697 -2.595 0.03 0.01 0.00 -0.16
C -6.119 -0.278 -2.076 -0.07 0.01 -0.02 -0.19
C -5.340 -2.399 -1.379 -0.03 0.01 0.01 -0.16
C -4.429 -1.314 -0.820 0.00 -0.06 0.00 -0.22
C 6.555 -0.934 2.018 0.00 -0.02 0.01 -0.16
C 5.260 -0.239 2.413 0.01 -0.01 0.02 -0.21
C 1.950 1.075 0.906 -0.21 0.06 -0.07 -0.32
C 4.798 -1.693 0.634 0.01 -0.04 0.01 -0.20
C 6.271 -1.315 0.567 -0.01 0.02 0.00 -0.16
H -6.050 0.481 -2.855 0.01 0.00 0.01 0.12
H -4.300 -1.380 0.262 -0.01 0.01 0.00 0.12
H -1.141 0.934 -0.408 0.00 0.01 -0.02 0.09
H -7.074 -0.161 -1.559 0.01 0.00 0.01 0.12
H -1.353 2.452 -1.272 -0.02 -0.01 -0.01 0.09
H -3.132 1.575 0.909 -0.04 0.07 0.01 0.07
H 6.416 -0.453 -0.088 0.00 0.00 0.00 0.11
H -1.020 4.096 1.083 -0.11 -0.02 0.07 0.00
H -6.122 -2.645 -0.658 0.00 0.01 0.00 0.12
H -5.237 -1.714 -3.430 0.00 0.00 0.00 0.12
H 4.266 -1.519 -0.303 -0.01 0.00 0.00 0.11
H -3.441 -1.352 -1.296 0.00 0.00 0.00 0.11
H -0.703 2.142 2.126 -0.05 0.14 0.10 0.01
H 4.670 -2.743 0.912 0.00 0.00 0.00 0.12
H 2.444 1.075 1.875 0.00 -0.05 0.00 0.04
H 6.894 -2.129 0.200 0.00 0.00 0.01 0.12
H 5.026 -0.336 3.473 -0.01 0.00 0.00 0.12
H 7.427 -0.295 2.141 0.00 0.00 -0.01 0.12
H -3.518 1.577 -0.649 -0.14 0.20 -0.02 0.06
H -6.878 -2.137 -2.931 0.00 0.00 0.01 0.12
H 2.628 0.633 0.176 0.11 0.02 0.08 0.05
H 5.294 0.828 2.160 0.01 0.00 0.00 0.11
H -4.801 -3.313 -1.622 0.00 0.01 -0.01 0.12
H 1.055 0.455 0.951 0.05 -0.07 -0.01 0.04
H 6.702 -1.831 2.622 0.00 0.00 0.00 0.12
H 1.665 3.329 -1.759 0.03 -0.15 0.05 0.07
```
Positions in Å, forces in eV/Å.

Electronic energy ... -36994.6280 eV
Orbital gap ... 8.620 eV
HOMO energy ... -11.95 eV
Charge ... +1


Repeat the second record exactly.
ORCA calculation (ωB97M-V with the def2-TZVPD basis set) on C10H26N2O3Rb as an isolated structure.

```
42
Properties=species:S:1:pos:R:3:forces:R:3:lowdin_charge:R:1
Rb 0.047 -0.110 0.103 -0.38 0.14 0.23 0.99
O 0.940 2.316 -1.296 -0.33 -0.38 0.10 -0.28
O -2.439 1.563 0.865 0.02 0.06 -0.20 -0.26
O 0.163 -2.971 0.794 -0.24 0.21 0.39 -0.29
N -2.284 -1.360 1.613 0.21 0.55 0.46 -0.13
N 2.565 -0.166 -1.326 0.21 -0.05 0.22 -0.04
C 3.867 0.804 -3.227 0.44 0.41 0.37 -0.04
C 2.975 1.075 -2.012 -0.04 0.05 -0.42 -0.43
C -2.245 -2.756 1.220 0.81 0.16 -0.74 -0.20
C 1.745 1.890 -2.389 -0.62 -0.05 -0.23 -0.20
C 1.552 3.180 -0.378 1.06 0.56 0.39 -0.12
C 1.359 -3.638 1.177 0.23 0.40 -0.21 -0.09
C -2.577 2.953 1.115 0.09 0.00 0.42 -0.08
C -3.444 0.817 1.526 -0.09 0.09 0.55 -0.23
C -3.400 -0.608 1.040 -0.20 -0.42 -0.41 -0.21
C -0.936 -3.481 1.546 -0.68 -0.18 -0.09 -0.22
H -4.365 -1.109 1.203 0.00 0.12 0.22 0.13
H 4.059 1.707 -3.811 -0.20 0.00 -0.03 0.09
H 2.335 3.811 -0.820 -0.20 -0.06 -0.32 0.10
H -2.349 -1.257 2.621 0.12 -0.21 -0.01 0.12
H 1.352 -4.676 0.841 -0.06 -0.12 0.24 0.10
H -1.836 3.502 0.541 -0.01 -0.14 -0.18 0.08
H -3.300 0.880 2.617 0.17 -0.16 -0.05 0.13
H -3.094 -3.337 1.596 0.02 -0.10 -0.06 0.13
H 1.081 1.262 -2.995 0.01 -0.06 0.07 0.14
H -4.439 1.253 1.381 0.07 -0.01 -0.42 0.13
H 0.835 3.866 0.069 -0.29 -0.22 -0.12 0.09
H 1.934 2.763 -3.022 0.58 -0.05 0.13 0.14
H 2.206 -3.142 0.700 -0.15 0.06 -0.13 0.09
H 3.401 -0.619 -0.969 -0.04 0.02 0.07 0.08
H 2.077 2.655 0.432 -0.23 -0.21 -0.01 0.09
H -2.261 -2.745 0.122 -0.43 -0.20 0.05 0.13
H -0.727 -3.466 2.621 0.16 0.13 0.01 0.13
H -3.581 3.293 0.853 0.01 0.06 -0.06 0.10
H -2.396 3.162 2.177 -0.10 0.04 -0.02 0.10
H 1.507 -3.542 2.255 -0.02 -0.32 0.05 0.10
H 3.562 1.647 -1.291 -0.03 0.01 0.05 0.14
H 2.167 -0.847 -1.971 0.13 0.25 -0.27 0.08
H -1.099 -4.525 1.255 0.08 -0.08 0.14 0.13
H -3.289 -0.580 -0.051 0.07 -0.01 0.03 0.13
H 3.479 0.028 -3.882 -0.11 -0.02 0.00 0.08
H 4.848 0.507 -2.846 -0.06 -0.28 -0.19 0.08
```
Positions in Å, forces in eV/Å.

Electronic energy ... -20564.2196 eV
Orbital gap ... 9.836 eV
HOMO energy ... -12.30 eV
ΔE to the lowest compared entry with this formula, charge and spin ... 0.0 kcal/mol
Charge ... +1


Please write out number 3 again, unchanged.
ORCA calculation (ωB97M-V with the def2-TZVPD basis set) on a 3-piece molecular cluster, C10H26NO3P2 overall.

```
42
Properties=species:S:1:pos:R:3:forces:R:3:lowdin_charge:R:1
P -0.525 2.802 0.905 0.17 -0.01 -0.15 0.89
P 1.667 2.797 0.369 0.18 0.00 0.00 0.74
O 1.470 2.536 -1.239 -0.14 0.20 -0.03 -0.36
O 4.220 -0.867 1.654 0.02 0.04 -0.04 -0.18
O -5.055 -0.065 -1.134 0.22 0.11 0.04 -0.18
N -2.949 2.071 0.041 0.06 -0.39 0.00 -0.03
C -1.550 1.950 -0.323 -0.08 -0.08 -0.03 -0.48
C -5.941 -1.697 -2.595 0.03 0.01 0.00 -0.16
C -6.119 -0.278 -2.076 -0.07 0.01 -0.02 -0.19
C -5.340 -2.399 -1.379 -0.03 0.01 0.01 -0.16
C -4.429 -1.314 -0.820 0.00 -0.06 0.00 -0.22
C 6.555 -0.934 2.018 0.00 -0.02 0.01 -0.16
C 5.260 -0.239 2.413 0.01 -0.01 0.02 -0.21
C 1.950 1.075 0.906 -0.21 0.06 -0.07 -0.32
C 4.798 -1.693 0.634 0.01 -0.04 0.01 -0.20
C 6.271 -1.315 0.567 -0.01 0.02 0.00 -0.16
H -6.050 0.481 -2.855 0.01 0.00 0.01 0.12
H -4.300 -1.380 0.262 -0.01 0.01 0.00 0.12
H -1.141 0.934 -0.408 0.00 0.01 -0.02 0.09
H -7.074 -0.161 -1.559 0.01 0.00 0.01 0.12
H -1.353 2.452 -1.272 -0.02 -0.01 -0.01 0.09
H -3.132 1.575 0.909 -0.04 0.07 0.01 0.07
H 6.416 -0.453 -0.088 0.00 0.00 0.00 0.11
H -1.020 4.096 1.083 -0.11 -0.02 0.07 0.00
H -6.122 -2.645 -0.658 0.00 0.01 0.00 0.12
H -5.237 -1.714 -3.430 0.00 0.00 0.00 0.12
H 4.266 -1.519 -0.303 -0.01 0.00 0.00 0.11
H -3.441 -1.352 -1.296 0.00 0.00 0.00 0.11
H -0.703 2.142 2.126 -0.05 0.14 0.10 0.01
H 4.670 -2.743 0.912 0.00 0.00 0.00 0.12
H 2.444 1.075 1.875 0.00 -0.05 0.00 0.04
H 6.894 -2.129 0.200 0.00 0.00 0.01 0.12
H 5.026 -0.336 3.473 -0.01 0.00 0.00 0.12
H 7.427 -0.295 2.141 0.00 0.00 -0.01 0.12
H -3.518 1.577 -0.649 -0.14 0.20 -0.02 0.06
H -6.878 -2.137 -2.931 0.00 0.00 0.01 0.12
H 2.628 0.633 0.176 0.11 0.02 0.08 0.05
H 5.294 0.828 2.160 0.01 0.00 0.00 0.11
H -4.801 -3.313 -1.622 0.00 0.01 -0.01 0.12
H 1.055 0.455 0.951 0.05 -0.07 -0.01 0.04
H 6.702 -1.831 2.622 0.00 0.00 0.00 0.12
H 1.665 3.329 -1.759 0.03 -0.15 0.05 0.07
```
Positions in Å, forces in eV/Å.

Electronic energy ... -36994.6280 eV
Orbital gap ... 8.620 eV
HOMO energy ... -11.95 eV
Charge ... +1


Repeat the third record exactly.
ORCA calculation (ωB97M-V with the def2-TZVPD basis set) on a 3-piece molecular cluster, C10H26NO3P2 overall.

```
42
Properties=species:S:1:pos:R:3:forces:R:3:lowdin_charge:R:1
P -0.525 2.802 0.905 0.17 -0.01 -0.15 0.89
P 1.667 2.797 0.369 0.18 0.00 0.00 0.74
O 1.470 2.536 -1.239 -0.14 0.20 -0.03 -0.36
O 4.220 -0.867 1.654 0.02 0.04 -0.04 -0.18
O -5.055 -0.065 -1.134 0.22 0.11 0.04 -0.18
N -2.949 2.071 0.041 0.06 -0.39 0.00 -0.03
C -1.550 1.950 -0.323 -0.08 -0.08 -0.03 -0.48
C -5.941 -1.697 -2.595 0.03 0.01 0.00 -0.16
C -6.119 -0.278 -2.076 -0.07 0.01 -0.02 -0.19
C -5.340 -2.399 -1.379 -0.03 0.01 0.01 -0.16
C -4.429 -1.314 -0.820 0.00 -0.06 0.00 -0.22
C 6.555 -0.934 2.018 0.00 -0.02 0.01 -0.16
C 5.260 -0.239 2.413 0.01 -0.01 0.02 -0.21
C 1.950 1.075 0.906 -0.21 0.06 -0.07 -0.32
C 4.798 -1.693 0.634 0.01 -0.04 0.01 -0.20
C 6.271 -1.315 0.567 -0.01 0.02 0.00 -0.16
H -6.050 0.481 -2.855 0.01 0.00 0.01 0.12
H -4.300 -1.380 0.262 -0.01 0.01 0.00 0.12
H -1.141 0.934 -0.408 0.00 0.01 -0.02 0.09
H -7.074 -0.161 -1.559 0.01 0.00 0.01 0.12
H -1.353 2.452 -1.272 -0.02 -0.01 -0.01 0.09
H -3.132 1.575 0.909 -0.04 0.07 0.01 0.07
H 6.416 -0.453 -0.088 0.00 0.00 0.00 0.11
H -1.020 4.096 1.083 -0.11 -0.02 0.07 0.00
H -6.122 -2.645 -0.658 0.00 0.01 0.00 0.12
H -5.237 -1.714 -3.430 0.00 0.00 0.00 0.12
H 4.266 -1.519 -0.303 -0.01 0.00 0.00 0.11
H -3.441 -1.352 -1.296 0.00 0.00 0.00 0.11
H -0.703 2.142 2.126 -0.05 0.14 0.10 0.01
H 4.670 -2.743 0.912 0.00 0.00 0.00 0.12
H 2.444 1.075 1.875 0.00 -0.05 0.00 0.04
H 6.894 -2.129 0.200 0.00 0.00 0.01 0.12
H 5.026 -0.336 3.473 -0.01 0.00 0.00 0.12
H 7.427 -0.295 2.141 0.00 0.00 -0.01 0.12
H -3.518 1.577 -0.649 -0.14 0.20 -0.02 0.06
H -6.878 -2.137 -2.931 0.00 0.00 0.01 0.12
H 2.628 0.633 0.176 0.11 0.02 0.08 0.05
H 5.294 0.828 2.160 0.01 0.00 0.00 0.11
H -4.801 -3.313 -1.622 0.00 0.01 -0.01 0.12
H 1.055 0.455 0.951 0.05 -0.07 -0.01 0.04
H 6.702 -1.831 2.622 0.00 0.00 0.00 0.12
H 1.665 3.329 -1.759 0.03 -0.15 0.05 0.07
```
Positions in Å, forces in eV/Å.

Electronic energy ... -36994.6280 eV
Orbital gap ... 8.620 eV
HOMO energy ... -11.95 eV
Charge ... +1